Record 1
Molecular formula: C44H82N5OSi
Method: DFT, ωB97M-V/def2-TZVPD

Summary:
* LUMO: -0.1274 Ha

ORCA input file:
```
! RIJCOSX wB97M-V def2-TZVPD def2/J DEFGRID3
* xyz 1 1
H 1.148 2.902 0.513
H -2.205 1.222 -8.985
H 1.295 -1.564 3.413
H 2.679 0.753 1.330
H -3.239 5.906 6.549
H 2.441 -8.966 1.380
H 0.948 -6.043 0.490
H -0.194 -3.123 -0.222
H -5.946 2.312 1.957
C -0.508 -0.299 -7.642
C -1.832 4.154 5.423
H -4.850 5.217 -0.694
H -0.746 4.837 -0.584
C 1.588 2.072 -3.412
C 3.641 -6.761 -0.089
C -4.488 2.396 3.832
C 2.634 4.770 0.519
H -0.636 -0.702 -11.869
C 2.929 -8.618 2.299
H -3.438 -0.846 -8.793
H 1.608 -3.472 0.417
H 4.790 -9.019 3.349
C 4.282 -9.312 2.425
H -7.653 -1.306 3.461
H 0.625 -7.720 0.981
N -4.507 5.186 0.314
C -3.368 4.182 0.304
H -7.754 1.118 3.051
H -0.937 -1.698 -6.059
H 2.342 2.899 -3.760
C 1.262 3.981 0.075
C 0.928 -2.799 -0.293
C -0.472 4.599 3.049
H -0.606 0.643 1.532
C 1.676 -6.524 2.487
H 2.792 -0.539 5.612
H 3.089 3.749 3.460
N -0.822 4.671 1.579
C 1.962 3.449 3.579
H -2.332 -1.342 -7.062
H 0.874 -1.608 -11.822
C 2.461 -1.414 3.532
H 0.844 4.954 4.877
C 0.110 -1.131 -9.860
N -1.680 4.285 3.922
N -0.552 -0.074 -9.091
H 2.311 -8.975 3.134
H -3.879 3.112 0.443
C -0.008 4.983 0.343
C 2.769 -0.122 4.515
C 2.695 -0.383 0.975
C 3.293 -1.396 2.118
C -2.301 4.340 1.539
H -1.185 7.708 5.601
C 1.449 0.899 4.432
Si 1.002 -0.925 0.218
N 2.993 -7.155 2.353
H -1.055 -2.421 -7.661
H 0.152 2.321 -5.443
H 1.034 2.775 5.663
H -0.880 3.769 5.986
C -1.841 0.393 -9.606
H 2.870 2.382 5.492
C -6.586 -0.844 3.193
H -1.674 0.854 -10.588
C 3.905 3.721 0.777
H 3.902 -5.427 1.572
H 0.314 6.128 0.290
O -4.307 3.781 3.369
C 3.894 -6.510 1.394
H -5.085 2.467 4.861
H -6.624 0.934 4.654
H -5.269 4.707 0.882
H -6.306 -1.105 2.078
H -3.733 -0.244 -10.416
C 1.810 1.240 -1.980
H 1.078 0.829 3.318
H -0.206 6.641 6.985
H 3.748 0.462 4.251
C -1.254 -1.510 -7.091
C -1.124 6.715 6.228
H 3.477 -0.405 0.073
H -5.771 -1.323 3.891
H 1.106 -1.307 -9.433
H 3.419 -7.806 -0.308
H -0.865 0.600 -7.123
H -2.819 4.115 -0.753
H 4.938 -9.088 1.579
H -1.498 -0.799 0.672
H -0.570 -1.147 2.319
H 2.766 1.526 -1.361
C -5.462 1.590 2.747
H 1.202 -6.922 3.393
H 3.376 -2.501 1.706
C -2.956 -0.637 -9.749
C 5.020 3.067 1.317
H 1.332 3.847 -1.110
H 2.828 -6.141 -0.469
C 0.692 -6.687 1.333
C -0.533 -0.524 1.309
H 2.493 5.544 1.391
H -0.432 -2.082 -9.785
H -1.623 0.299 -4.636
H 4.537 -6.495 -0.662
C 0.771 0.076 -1.449
C -2.177 5.641 6.102
H -4.829 0.803 2.157
H 1.574 5.790 3.353
H 0.559 0.462 5.096
H 1.251 -2.900 -1.434
C 1.015 4.821 3.703
H 4.412 -1.043 2.323
C 0.307 1.755 -4.421
H -2.609 -1.578 -10.180
H 0.545 -0.389 -7.347
H 1.806 -5.453 2.690
H 4.142 -10.398 2.447
H -0.311 -6.391 1.662
H -3.485 1.790 3.941
C -0.521 -0.244 -2.462
H 0.883 0.125 -11.457
H 5.848 2.353 1.797
H 4.921 -6.822 1.623
C -6.706 0.780 3.487
H 2.968 5.415 -0.428
H -2.722 3.452 5.746
C -2.904 4.089 3.054
H 1.525 2.858 2.660
H -1.282 -1.069 -2.124
H 2.843 -2.374 4.128
C -0.727 0.551 -3.904
C 0.314 -0.802 -11.336
C 1.847 2.460 4.882
*
```

Mulliken population analysis, charges in e, atoms 1 to 99: number 1, H, carries -0.43; number 2, H, carries 0.31; number 3, H, carries -0.05; number 4, H, carries -0.22; number 5, H, carries 0.31; number 6, H, carries 0.26; number 7, H, carries 0.06; number 8, H, carries 0.32; number 9, H, carries 0.11; number 10, C, carries -0.36; number 11, C, carries -0.31; number 12, H, carries 0.29; number 13, H, carries 0.20; number 14, C, carries -0.52; number 15, C, carries -0.93; number 16, C, carries -0.14; number 17, C, carries -0.29; number 18, H, carries 0.30; number 19, C, carries -0.33; number 20, H, carries 0.28; number 21, H, carries -0.10; number 22, H, carries 0.33; number 23, C, carries -1.40; number 24, H, carries 0.31; number 25, H, carries 0.30; number 26, N, carries -0.68; number 27, C, carries -0.40; number 28, H, carries 0.31; number 29, H, carries 0.42; number 30, H, carries 0.34; number 31, C, carries 0.83; number 32, C, carries -0.74; number 33, C, carries -0.02; number 34, H, carries -0.18; number 35, C, carries -0.45; number 36, H, carries 0.30; number 37, H, carries 0.43; number 38, N, carries 0.45; number 39, C, carries 0.99; number 40, H, carries 0.27; number 41, H, carries 0.43; number 42, C, carries -0.34; number 43, H, carries 0.12; number 44, C, carries -0.31; number 45, N, carries 0.57; number 46, N, carries 0.13; number 47, H, carries 0.43; number 48, H, carries 0.14; number 49, C, carries -0.91; number 50, C, carries -0.59; number 51, C, carries 0.08; number 52, C, carries -0.34; number 53, C, carries 0.17; number 54, H, carries 0.25; number 55, C, carries 0.08; number 56, Si, carries -0.05; number 57, N, carries 0.11; number 58, H, carries 0.32; number 59, H, carries 0.32; number 60, H, carries 0.08; number 61, H, carries 0.15; number 62, C, carries -0.64; number 63, H, carries 0.40; number 64, C, carries -0.99; number 65, H, carries 0.37; number 66, C, carries -0.22; number 67, H, carries 0.02; number 68, H, carries 0.22; number 69, O, carries -0.37; number 70, C, carries -0.36; number 71, H, carries 0.29; number 72, H, carries 0.23; number 73, H, carries 0.30; number 74, H, carries 0.28; number 75, H, carries 0.37; number 76, C, carries -0.16; number 77, H, carries -0.38; number 78, H, carries 0.27; number 79, H, carries 0.28; number 80, C, carries -1.19; number 81, C, carries -0.63; number 82, H, carries 0.37; number 83, H, carries 0.26; number 84, H, carries 0.41; number 85, H, carries 0.27; number 86, H, carries 0.09; number 87, H, carries 0.37; number 88, H, carries 0.30; number 89, H, carries 0.37; number 90, H, carries 0.28; number 91, H, carries 0.25; number 92, C, carries -0.31; number 93, H, carries 0.40; number 94, H, carries -0.11; number 95, C, carries -0.98; number 96, C, carries -0.62; number 97, H, carries 0.05; number 98, H, carries 0.19; number 99, C, carries -0.86


Record 2
Molecular formula: C5H9O5Rb
Method: DFT, ωB97M-V/def2-TZVPD

Summary:
* LUMO: -0.0500 Ha

ORCA input file:
```
! RIJCOSX wB97M-V def2-TZVPD def2/J DEFGRID3
* xyz 0 1
C 0.513 1.887 1.201
H 0.706 0.875 -0.837
O 0.846 3.267 1.314
H -1.321 1.532 -1.447
Rb -1.038 -2.536 3.577
O 0.986 2.920 -0.850
H -0.285 -3.981 -1.773
O -0.636 -1.568 0.578
H -1.072 -4.216 -0.200
C 1.277 3.749 0.136
O 2.017 4.694 0.057
C -0.323 -3.613 -0.737
H -0.023 -1.608 -1.383
H -0.365 1.679 1.823
C 0.201 1.668 -0.277
O -1.129 1.877 -0.569
H 1.380 1.298 1.519
H 0.672 -3.771 -0.293
C -0.705 -2.140 -0.680
H -1.703 -2.015 -1.159
*
```

Partial atomic charges computed with the Mulliken method, in multiples of e: number 1, C, carries -0.27; number 2, H, carries 0.20; number 3, O, carries -0.37; number 4, H, carries 0.36; number 5, Rb, carries 0.95; number 6, O, carries -0.41; number 7, H, carries 0.33; number 8, O, carries -0.81; number 9, H, carries 0.20; number 10, C, carries 0.61; number 11, O, carries -0.57; number 12, C, carries -0.92; number 13, H, carries 0.09; number 14, H, carries 0.23; number 15, C, carries 0.47; number 16, O, carries -0.53; number 17, H, carries 0.24; number 18, H, carries 0.23; number 19, C, carries -0.22; number 20, H, carries 0.19


Record 3
Molecular formula: C25H29N6O3V
Method: DFT, ωB97M-V/def2-TZVPD

Summary:
* LUMO (alpha / beta): -0.0843 / -0.0850 Ha
* expectation value of S²: 0.781

ORCA input file:
```
! RIJCOSX wB97M-V def2-TZVPD def2/J DEFGRID3
* xyz 1 2
H 2.717 -1.860 -2.441
C 1.744 1.530 1.139
N -2.313 -1.380 -1.848
C -2.177 -3.634 -2.676
H 5.519 2.637 3.930
H -0.708 -0.973 -2.875
C -1.513 0.162 1.210
H 5.189 -0.754 -2.800
H -2.552 -0.899 -0.991
H -1.375 -4.123 -3.226
N 3.346 0.543 -0.456
C 3.065 1.346 0.687
C -0.113 -2.450 -1.853
C 3.168 -1.032 -1.920
C 5.108 3.343 3.205
H -5.404 1.836 0.605
H 5.305 1.216 -0.943
C 4.129 1.931 1.369
C -4.845 1.959 1.536
H -3.896 -3.322 -3.999
C -1.173 2.483 0.708
C -0.636 1.195 0.821
H 5.143 1.746 1.039
C -1.609 -2.651 -1.612
C -3.382 1.694 1.308
H -2.477 -2.350 -4.404
N 0.688 0.889 0.518
H -3.830 -0.753 -3.185
H 0.277 1.591 -3.270
H -0.511 -3.998 2.895
H -3.521 -0.402 1.713
O -0.098 1.338 -2.419
H -5.003 2.978 1.884
N 2.508 -0.406 -0.940
C -3.061 -2.766 -3.581
C 4.510 0.521 -1.142
N 0.113 -1.574 0.782
N -0.980 -1.135 1.444
V 0.588 -0.484 -0.758
H -2.760 -4.414 -2.188
H 2.456 3.507 3.820
H 4.802 4.235 3.750
H -0.508 3.299 0.449
O 0.764 -3.219 -1.535
H 5.907 3.613 2.515
C 0.415 -2.763 1.290
H -2.896 3.734 0.865
H -0.354 2.156 -1.977
C -2.512 2.725 0.952
H 0.574 2.435 2.689
C -3.519 -1.652 -2.653
C 2.636 2.908 2.935
H -1.748 -3.057 -0.609
C 1.573 2.312 2.293
C 3.940 2.732 2.480
H -2.210 -1.879 3.019
H -5.263 1.271 2.270
C -1.373 -2.048 2.364
C 4.433 -0.475 -2.087
H 1.254 -3.320 0.912
C -2.863 0.412 1.430
H -4.353 -1.992 -2.029
O 0.165 -1.408 -2.702
C -0.500 -3.105 2.296
*
```

Partial atomic charges computed with the Mulliken method, in multiples of e: number 1, H, carries 0.44; number 2, C, carries 0.91; number 3, N, carries -0.37; number 4, C, carries -0.84; number 5, H, carries 0.30; number 6, H, carries 0.45; number 7, C, carries -0.30; number 8, H, carries 0.45; number 9, H, carries -0.20; number 10, H, carries 0.34; number 11, N, carries -0.40; number 12, C, carries 0.95; number 13, C, carries 0.27; number 14, C, carries -0.10; number 15, C, carries -1.59; number 16, H, carries 0.29; number 17, H, carries 0.40; number 18, C, carries -0.82; number 19, C, carries -1.61; number 20, H, carries 0.41; number 21, C, carries -0.29; number 22, C, carries -0.20; number 23, H, carries 0.35; number 24, C, carries 1.16; number 25, C, carries 0.32; number 26, H, carries 0.27; number 27, N, carries 0.48; number 28, H, carries 0.39; number 29, H, carries 0.25; number 30, H, carries 0.46; number 31, H, carries 0.47; number 32, O, carries -0.49; number 33, H, carries 0.42; number 34, N, carries 0.35; number 35, C, carries -0.56; number 36, C, carries -0.06; number 37, N, carries 0.20; number 38, N, carries 0.43; number 39, V, carries 0.43; number 40, H, carries 0.37; number 41, H, carries 0.39; number 42, H, carries 0.39; number 43, H, carries 0.64; number 44, O, carries -0.61; number 45, H, carries 0.38; number 46, C, carries -0.29; number 47, H, carries 0.45; number 48, H, carries 0.24; number 49, C, carries -0.83; number 50, H, carries 0.42; number 51, C, carries -0.80; number 52, C, carries -1.19; number 53, H, carries 0.12; number 54, C, carries -0.51; number 55, C, carries 0.16; number 56, H, carries 0.51; number 57, H, carries 0.37; number 58, C, carries -0.05; number 59, C, carries -1.29; number 60, H, carries 0.52; number 61, C, carries -0.22; number 62, H, carries 0.36; number 63, O, carries -0.54; number 64, C, carries -1.35


Record 4
Molecular formula: C4H8N5O5
Method: DFT, ωB97M-V/def2-TZVPD

Summary:
* LUMO (alpha / beta): 0.1199 / 0.1153 Ha

ORCA input file:
```
! RIJCOSX wB97M-V def2-TZVPD def2/J DEFGRID3
* xyz -1 1
O -3.823 1.891 -0.351
N 0.029 0.746 -0.749
H -0.005 -0.086 -1.241
C 1.342 1.069 -0.461
N -0.148 -2.237 0.182
C -1.101 1.170 -0.072
H 2.675 2.309 0.622
H 2.365 -1.970 0.706
O -1.281 -2.277 -0.294
C 2.068 -1.620 -0.336
O -4.372 -0.158 0.111
O 0.208 -2.638 1.344
C 1.905 1.474 0.875
H 2.436 0.682 1.303
H 1.149 1.911 1.671
N -3.518 0.734 -0.098
H -2.231 -0.702 -0.411
N 0.845 -1.943 -0.724
H 2.800 -1.526 -1.218
O -1.220 2.157 0.596
N -2.222 0.340 -0.320
H 2.101 0.675 -1.135
*
```

Partial atomic charges computed with the Mulliken method, in multiples of e: number 1, O, carries -0.56; number 2, N, carries -0.13; number 3, H, carries 0.46; number 4, C, carries -0.63; number 5, N, carries 1.06; number 6, C, carries 0.40; number 7, H, carries 0.25; number 8, H, carries 0.41; number 9, O, carries -0.82; number 10, C, carries -0.66; number 11, O, carries -0.63; number 12, O, carries -0.75; number 13, C, carries -0.82; number 14, H, carries 0.26; number 15, H, carries 0.26; number 16, N, carries 0.74; number 17, H, carries 0.37; number 18, N, carries -0.55; number 19, H, carries 0.33; number 20, O, carries -0.58; number 21, N, carries -0.03; number 22, H, carries 0.63


Copy entry 2 word for word.
Molecular formula: C5H9O5Rb
Method: DFT, ωB97M-V/def2-TZVPD

Summary:
* LUMO: -0.0500 Ha

ORCA input file:
```
! RIJCOSX wB97M-V def2-TZVPD def2/J DEFGRID3
* xyz 0 1
C 0.513 1.887 1.201
H 0.706 0.875 -0.837
O 0.846 3.267 1.314
H -1.321 1.532 -1.447
Rb -1.038 -2.536 3.577
O 0.986 2.920 -0.850
H -0.285 -3.981 -1.773
O -0.636 -1.568 0.578
H -1.072 -4.216 -0.200
C 1.277 3.749 0.136
O 2.017 4.694 0.057
C -0.323 -3.613 -0.737
H -0.023 -1.608 -1.383
H -0.365 1.679 1.823
C 0.201 1.668 -0.277
O -1.129 1.877 -0.569
H 1.380 1.298 1.519
H 0.672 -3.771 -0.293
C -0.705 -2.140 -0.680
H -1.703 -2.015 -1.159
*
```

Partial atomic charges computed with the Mulliken method, in multiples of e: number 1, C, carries -0.27; number 2, H, carries 0.20; number 3, O, carries -0.37; number 4, H, carries 0.36; number 5, Rb, carries 0.95; number 6, O, carries -0.41; number 7, H, carries 0.33; number 8, O, carries -0.81; number 9, H, carries 0.20; number 10, C, carries 0.61; number 11, O, carries -0.57; number 12, C, carries -0.92; number 13, H, carries 0.09; number 14, H, carries 0.23; number 15, C, carries 0.47; number 16, O, carries -0.53; number 17, H, carries 0.24; number 18, H, carries 0.23; number 19, C, carries -0.22; number 20, H, carries 0.19